[1]
DFT (the ωB97M-V functional and the def2-TZVPD basis) results for the ion C2H3N4O with charge +1 in a non-equilibrium geometry.

Output
- DFT total energy (a.u.) = -371.72710
- net charge = +1
- SMILES = COC1=[N+]=NN=N1
- HOMO energy (spin up / spin down) (eV) = -17.72 / -17.73
- lowest unoccupied orbital energy (spin up / spin down) (eV) = -10.30 / -10.30
- Kohn-Sham gap (spin up / spin down) (hartree) = 0.273 / 0.273
- multiplicity = 1

Positions of all 10 atoms, in Å:
1 O 0.54230 0.77719 -0.35140
2 N -2.65123 0.13547 0.29455
3 N -1.76252 1.02956 0.12381
4 N -1.02155 -1.07013 -0.32134
5 N -2.27333 -0.99583 -0.17109
6 C 1.65531 0.17144 0.11408
7 C -0.63759 0.27858 -0.23436
8 H 2.44270 0.87070 0.46707
9 H 2.12848 -0.56918 -0.82712
10 H 1.57744 -0.62780 0.90579

=====

[2]
DFT (the ωB97M-V functional and the def2-TZVPD basis) results for a structure of composition C3H4O3Pr in a non-equilibrium geometry.

Output
- DFT total energy (a.u.) = -858.74361
- net charge = +2
- HOMO energy (spin up / spin down) (eV) = -15.55 / -20.02
- lowest unoccupied orbital energy (spin up / spin down) (eV) = -9.56 / -9.21
- Kohn-Sham gap (spin up / spin down) (hartree) = 0.220 / 0.397
- multiplicity = 4

Positions of all 11 atoms, in Å:
1 Pr 0.49652 0.79938 0.33631
2 O 2.66442 -0.53708 -0.22596
3 O -1.29157 -0.69771 0.59694
4 O -1.36586 1.95280 0.46266
5 C 3.65844 -1.03929 -0.44178
6 C -2.47626 1.25817 0.71049
7 C -2.52732 -0.16735 0.07636
8 H -3.26961 1.71424 1.31200
9 H -3.36960 -0.73139 0.49726
10 H -1.51517 -1.19624 1.48526
11 H -2.65535 -0.20389 -1.02040

=====

[3]
DFT (the ωB97M-V functional and the def2-TZVPD basis) results for the molecule C5H11NO.

Output
- DFT total energy (a.u.) = -327.12875
- SMILES = CCCNC(C)=O
- HOMO energy (eV) = -9.55
- lowest unoccupied orbital energy (eV) = 0.89
- Kohn-Sham gap (hartree) = 0.384
- multiplicity = 1

Positions of all 18 atoms, in Å:
1 O -1.51942 0.40208 -1.64135
2 N -0.72258 0.53051 0.46376
3 C -1.01677 1.07570 -0.75414
4 C 0.28812 -1.73045 0.16932
5 C 1.57239 -1.43020 0.93628
6 C -0.90703 -0.90329 0.64774
7 C -0.71082 2.53840 -1.01845
8 H -1.79406 -1.17488 0.07029
9 H 0.03449 -2.79373 0.26958
10 H -0.24136 1.05794 1.17591
11 H 0.03506 2.57537 -1.81885
12 H -1.62144 2.98872 -1.42289
13 H -0.35664 3.13044 -0.16969
14 H 2.40274 -2.04997 0.58297
15 H 1.87026 -0.38256 0.81149
16 H -1.11403 -1.10140 1.70617
17 H 1.44807 -1.62136 2.00970
18 H 0.42949 -1.53974 -0.90128

=====

[4]
DFT (the ωB97M-V functional and the def2-TZVPD basis) results for the molecule C5H3N in a non-equilibrium geometry.

Output
- DFT total energy (a.u.) = -246.89476
- SMILES = c1cc2nc-2c1
- HOMO energy (spin up / spin down) (eV) = -8.20 / -8.19
- lowest unoccupied orbital energy (spin up / spin down) (eV) = -0.06 / -0.07
- Kohn-Sham gap (spin up / spin down) (hartree) = 0.299 / 0.298
- multiplicity = 1

Positions of all 9 atoms, in Å:
1 N 2.10873 -0.10343 -0.00083
2 C -0.23043 -1.15056 0.00078
3 C -0.10263 1.11866 0.00285
4 C 1.31118 0.97274 -0.00210
5 C 1.10926 -0.89982 0.00084
6 C -1.01509 0.01143 -0.00089
7 H -0.61155 -2.15720 0.00420
8 H -2.08773 0.07685 -0.01197
9 H -0.48175 2.13132 0.00712

=====

[5]
DFT (the ωB97M-V functional and the def2-TZVPD basis) results for the molecule C2H4N5O2P in a non-equilibrium geometry.

Output
- DFT total energy (a.u.) = -844.16988
- SMILES = N=P(O)(O)c1nncnn1
- HOMO energy (eV) = -9.43
- lowest unoccupied orbital energy (eV) = -1.37
- Kohn-Sham gap (hartree) = 0.296
- multiplicity = 1

Positions of all 14 atoms, in Å:
1 P 1.40950 -0.18338 0.37685
2 O 2.34845 0.26796 -0.93674
3 O 1.78958 -1.76581 0.78282
4 N -2.53730 -0.14949 0.62946
5 N -1.92903 0.47320 -1.66815
6 N -0.66061 0.32154 -1.36928
7 N -1.26937 -0.30031 0.92651
8 N 1.63397 0.80396 1.60188
9 C -0.41728 -0.03478 -0.08655
10 C -2.78890 0.24766 -0.64423
11 H 2.37850 -2.13298 0.10878
12 H -3.85513 0.40795 -0.88344
13 H 3.14600 0.65020 -0.54365
14 H 0.74992 1.25384 1.82877

=====

[6]
DFT (the ωB97M-V functional and the def2-TZVPD basis) results for a cluster of 2 separate species, C2H8S2 in total in a non-equilibrium geometry.

Output
- DFT total energy (a.u.) = -877.32939
- SMILES = CS.CS
- HOMO energy (eV) = -8.67
- lowest unoccupied orbital energy (eV) = 0.82
- Kohn-Sham gap (hartree) = 0.349
- multiplicity = 1

Positions of all 12 atoms, in Å:
1 S 1.05719 0.87706 -1.77859
2 S -2.03302 0.74921 0.22735
3 C -1.42527 -0.93615 0.81717
4 C 1.79399 0.36262 -0.16388
5 H -2.35057 -1.49605 0.98995
6 H -3.11147 0.08295 -0.11771
7 H 1.89724 1.16727 0.59448
8 H -0.85968 -1.40152 -0.00644
9 H 1.89611 1.87039 -1.98758
10 H 1.13274 -0.49264 0.15740
11 H 2.79784 -0.08164 -0.42143
12 H -0.79511 -0.70151 1.68926

=====

[7]
DFT (the ωB97M-V functional and the def2-TZVPD basis) results for the molecule C5H7N in a non-equilibrium geometry.

Output
- DFT total energy (a.u.) = -249.36999
- HOMO energy (eV) = -8.26
- lowest unoccupied orbital energy (eV) = 1.06
- Kohn-Sham gap (hartree) = 0.343
- multiplicity = 1

Positions of all 13 atoms, in Å:
1 N 0.48387 -1.15929 -0.61656
2 C 1.41910 0.78141 -0.00350
3 C 1.69135 -0.63579 -0.49820
4 C -0.74604 0.05092 1.23605
5 C -0.08623 0.94615 0.21685
6 C -0.74114 -0.31180 -0.22580
7 H 0.23675 -2.09879 -0.89548
8 H 1.80230 1.48922 -0.75135
9 H -0.11165 -0.55116 1.88163
10 H 1.99805 0.96825 0.91027
11 H -1.65622 0.41059 1.71718
12 H -0.53316 1.90855 -0.00078
13 H -1.68628 -0.32896 -0.79587